Entry 1:
Entry from the OMol25 dataset: a molecular structure, C16H30I2NOP2Pr in a non-equilibrium geometry (ωB97M-V/def2-TZVPD).

The value obtained for the HOMO energy (spin up / spin down) is -12.65 / -12.66 eV. The charge is +2. As for the spin multiplicity: 3. As for the expectation value of S²: 2.01.

Each line ends with the Löwdin charge.
Positions of all 53 atoms, in Å:
1 I -0.0378 -0.4557 -6.6192  0.10
2 I -0.6659 2.0895 -5.8927  0.09
3 Pr -0.3580 -0.4102 -1.5300  0.76
4 P -2.9206 0.1379 -1.7194  0.70
5 C -3.8407 1.6614 -1.2928  -0.21
6 C -3.4339 -0.4668 -3.3878  -0.22
7 H -4.5212 -0.6508 -3.3785  0.08
8 H -4.5371 -1.3673 -0.5898  0.08
9 H -2.8914 -1.3895 -3.6458  0.05
10 H -2.9109 -2.1463 -0.7232  0.06
11 H -3.5000 2.4383 -2.0057  0.06
12 H -3.1244 0.2733 -4.1447  0.03
13 C -3.4468 -1.2035 -0.5181  -0.20
14 H -4.9356 1.4746 -1.3469  0.08
15 H -3.1556 -0.9246 0.5096  0.05
16 H -3.5433 1.9960 -0.2766  0.05
17 P 2.2013 0.2477 -1.7264  0.72
18 C 3.0962 1.7891 -1.2718  -0.22
19 C 2.8354 -1.0734 -0.5464  -0.22
20 H 2.2819 -1.2870 -3.6457  0.04
21 H 3.8863 -0.4979 -3.3735  0.08
22 H 2.4621 0.3691 -4.1465  0.04
23 C 2.7919 -0.3487 -3.3794  -0.22
24 H 2.3316 -2.0400 -0.7210  0.06
25 H 3.9280 -1.2392 -0.5983  0.09
26 H 4.2030 1.6529 -1.3052  0.08
27 H 2.7522 2.0987 -0.2632  0.06
28 H 2.5698 -0.7990 0.4861  0.02
29 H 2.7542 2.5615 -1.9872  0.06
30 C -0.2725 2.2289 -1.3244  -0.05
31 O -0.3011 3.3445 -0.9872  0.16
32 C 2.8791 -2.2756 2.8063  -0.08
33 N 1.7568 -1.3726 2.9599  -0.29
34 C 2.1188 -0.0438 3.3463  -0.08
35 C 0.5945 -1.6045 2.1435  -0.21
36 C -0.3949 -0.4869 2.2535  -0.27
37 C -0.9297 -0.2852 3.5585  -0.03
38 C -1.7288 0.8311 3.8131  -0.05
39 C -1.9894 1.7141 2.7592  -0.06
40 C -1.5055 1.4707 1.4597  -0.17
41 C -0.7605 0.3112 1.1607  -0.15
42 H 3.4121 -2.3328 3.7758  0.10
43 H 3.5884 -1.9002 2.0498  0.07
44 H 2.5286 -3.2825 2.5025  0.10
45 H 2.3090 0.6293 2.4893  0.08
46 H 1.3313 0.4183 3.9800  0.09
47 H 3.0621 -0.1985 3.9016  0.10
48 H 0.9125 -1.8746 1.1191  0.07
49 H 0.1522 -2.5219 2.5783  0.14
50 H -0.6450 -1.0251 4.3087  0.13
51 H -2.1022 0.9921 4.8281  0.12
52 H -2.5911 2.6316 2.8964  0.12
53 H -1.6953 2.1423 0.6618  0.02

Entry 2:
Entry from the OMol25 dataset: 9 unconnected molecules or ions with the total composition C47H110N6O9 in a non-equilibrium geometry (ωB97M-V/def2-TZVPD).

The value obtained for the HOMO energy is -8.36 eV. Its energy relative to the best compared isomer or geometry (same formula, charge and spin) is 38.9 kcal/mol. As for the SMILES: CC1(C)CCCC(C)(C)N1O.CC1(C)CCCC(C)(C)N1O.CC1(C)CCCC(C)(C)N1O.CC1(C)CCCC(C)(C)N1O.COC[C@H](C)N.COC[C@H](C)N.CO.CO.CO.

Each line ends with the Löwdin charge.
Positions of all 172 atoms, in Å:
1 C -0.9349 -4.6200 6.7469  -0.04
2 C -0.5577 -3.4800 5.7645  -0.50
3 C 0.3401 -2.4056 6.3776  -0.04
4 C 0.2119 -4.1815 4.6513  -0.16
5 C 0.3216 -3.2841 3.4256  -0.16
6 C -1.1123 -2.8478 3.0399  -0.15
7 C -1.8380 -2.0231 4.0606  -0.52
8 C -1.1609 -0.6375 4.1359  0.00
9 C -3.3373 -1.8551 3.7233  0.00
10 N -1.8529 -2.9261 5.2027  -0.07
11 O -2.4882 -2.2821 6.3324  -0.02
12 H -1.5940 -5.2756 6.1869  0.07
13 H 0.0006 -5.2766 6.8214  0.10
14 H -1.2748 -4.3068 7.7329  0.08
15 H 0.8265 -1.7153 5.6589  0.06
16 H -0.1401 -1.7579 7.1566  0.10
17 H 1.2407 -2.8547 6.8533  0.09
18 H 1.2176 -4.4376 4.9215  0.11
19 H -0.3468 -5.1290 4.4046  0.13
20 H 0.9409 -2.4370 3.7328  0.09
21 H 0.7174 -3.7520 2.5394  0.10
22 H -1.6330 -3.7917 2.7555  0.13
23 H -1.0681 -2.3752 2.0940  0.08
24 H -1.5459 -0.1314 5.0291  0.10
25 H -1.3820 -0.1152 3.1828  0.08
26 H -0.0747 -0.6949 4.2405  0.04
27 H -3.8388 -1.1182 4.3230  0.07
28 H -3.7640 -2.8194 3.7630  0.07
29 H -3.3626 -1.5120 2.6831  0.07
30 H -3.1969 -2.8397 6.5967  0.08
31 C 0.2149 -4.4387 -2.3490  -0.02
32 C 1.0152 -3.1742 -1.9943  -0.49
33 C -0.0244 -2.0378 -1.7914  -0.02
34 C 1.6583 -3.3519 -0.6322  -0.17
35 C 2.9143 -4.1573 -0.6385  -0.14
36 C 3.9528 -3.5878 -1.7115  -0.13
37 C 3.3866 -3.4786 -3.0867  -0.53
38 C 4.3209 -2.5611 -3.9043  -0.02
39 C 3.2034 -4.8660 -3.6721  -0.02
40 N 2.0829 -2.7319 -2.9034  -0.04
41 O 1.5372 -2.4951 -4.2236  -0.04
42 H -0.0836 -4.3749 -3.4404  0.09
43 H 0.7784 -5.3780 -2.2807  0.08
44 H -0.7031 -4.6302 -1.8068  0.07
45 H -0.4777 -1.8857 -2.7532  0.05
46 H -0.7600 -2.2928 -1.0348  0.08
47 H 0.3656 -1.0282 -1.5870  0.07
48 H 1.7807 -2.3627 -0.2408  0.09
49 H 0.9619 -3.8983 -0.0073  0.12
50 H 3.3808 -4.0921 0.3436  0.11
51 H 2.7530 -5.2149 -0.8784  0.10
52 H 4.8897 -4.1647 -1.7368  0.13
53 H 4.2708 -2.5631 -1.3851  0.12
54 H 5.2714 -3.1221 -4.0031  0.09
55 H 4.5351 -1.6864 -3.3085  0.06
56 H 4.0362 -2.2795 -4.9241  0.09
57 H 3.0918 -5.6822 -2.9988  0.07
58 H 4.1425 -5.0960 -4.1999  0.09
59 H 2.4339 -4.9023 -4.4695  0.09
60 H 1.3845 -3.3673 -4.5805  0.05
61 C 1.4755 2.1627 0.5813  -0.03
62 C 2.4672 1.0804 1.0258  -0.46
63 C 1.6992 0.1745 2.1727  0.00
64 C 2.6871 0.1382 -0.1802  -0.14
65 C 3.6141 0.7575 -1.2247  -0.16
66 C 4.9562 0.9865 -0.5575  -0.15
67 C 4.8471 2.0044 0.5460  -0.53
68 C 6.1733 2.0030 1.2092  -0.04
69 C 4.5349 3.3882 0.0359  -0.01
70 N 3.7964 1.4725 1.4848  -0.05
71 O 3.6440 2.3597 2.6284  -0.04
72 H 1.4729 2.4812 -0.4499  0.05
73 H 0.4885 1.6815 0.7374  0.08
74 H 1.3481 2.9720 1.3215  0.09
75 H 1.6635 0.8194 3.0586  0.07
76 H 0.6841 -0.1322 1.8651  0.06
77 H 2.3952 -0.6948 2.3535  0.09
78 H 3.0339 -0.8257 0.0898  0.08
79 H 1.6555 0.0733 -0.6061  0.10
80 H 3.7677 0.1541 -2.1777  0.12
81 H 3.2087 1.6581 -1.6323  0.08
82 H 5.7308 1.2330 -1.2373  0.11
83 H 5.2390 0.0216 -0.1389  0.12
84 H 6.1638 2.5108 2.1433  0.07
85 H 6.9594 2.3653 0.5973  0.09
86 H 6.4431 0.9566 1.4293  0.10
87 H 3.4918 3.5501 -0.2433  0.08
88 H 5.0631 3.6680 -0.8377  0.08
89 H 4.8642 4.0784 0.7744  0.06
90 H 4.3009 2.0634 3.2697  0.10
91 C -1.7824 2.0234 -6.2222  -0.04
92 C -2.0997 1.5644 -4.8141  -0.52
93 C -3.5448 1.0719 -4.7674  -0.04
94 C -1.2342 0.3664 -4.4324  -0.13
95 C 0.2481 0.8369 -4.3258  -0.14
96 C 0.3664 1.9079 -3.2152  -0.13
97 C -0.5088 3.1539 -3.5162  -0.46
98 C -0.4901 3.9679 -2.2030  -0.03
99 C 0.1654 3.9641 -4.6167  -0.03
100 N -1.9316 2.6259 -3.7769  -0.06
101 O -2.6953 3.7981 -4.0682  -0.06
102 H -0.7491 2.0490 -6.5233  0.06
103 H -2.1221 1.2485 -6.9021  0.09
104 H -2.2592 2.9458 -6.5241  0.09
105 H -3.7265 0.6904 -3.7375  0.08
106 H -4.2456 1.8956 -4.9966  0.09
107 H -3.7999 0.3172 -5.4838  0.08
108 H -1.6253 -0.0713 -3.4879  0.10
109 H -1.3510 -0.3979 -5.2253  0.13
110 H 0.9235 -0.0098 -4.0505  0.10
111 H 0.6764 1.1718 -5.2721  0.10
112 H 1.3889 2.2404 -3.1364  0.10
113 H 0.1328 1.5080 -2.2552  0.09
114 H 0.5286 4.1503 -1.8528  0.08
115 H -0.9482 3.4731 -1.3188  0.09
116 H -0.9630 4.9456 -2.2998  0.09
117 H -0.3463 4.8841 -4.8648  0.08
118 H 0.3182 3.3778 -5.5695  0.09
119 H 1.1624 4.2245 -4.3489  0.08
120 H -2.2938 4.4257 -4.7221  0.10
121 C -0.4817 4.4834 3.5998  -0.14
122 O 0.5189 5.3759 3.2559  -0.19
123 C 1.5967 5.2768 4.1181  -0.22
124 C 2.7037 6.2845 3.7084  -0.42
125 C 2.1616 7.5839 3.1707  -0.07
126 N 3.5728 5.7877 2.6579  0.02
127 H -0.8742 4.6509 4.6434  0.10
128 H -0.1484 3.4133 3.5930  0.09
129 H -1.3711 4.5166 2.9762  0.08
130 H 1.3104 5.6891 5.1010  0.13
131 H 1.9613 4.2611 4.1356  0.11
132 H 3.3201 6.4213 4.5716  0.12
133 H 1.3334 7.4600 2.4758  0.08
134 H 2.9868 8.0725 2.7177  0.06
135 H 1.7660 8.2807 3.9018  0.08
136 H 3.2919 5.9050 1.6796  0.08
137 H 3.8030 4.7876 2.7870  0.05
138 C -3.3372 -3.9751 0.3180  -0.13
139 O -3.7120 -4.2597 -1.0029  -0.21
140 C -4.7527 -3.4134 -1.5217  -0.17
141 C -4.7910 -3.4484 -3.0906  -0.41
142 C -3.4301 -3.0720 -3.7137  -0.07
143 N -5.8433 -2.5894 -3.6852  0.05
144 H -2.8269 -2.9886 0.4417  0.07
145 H -2.6719 -4.8058 0.5612  0.09
146 H -4.1822 -3.9739 0.9912  0.08
147 H -5.7375 -3.7208 -1.1596  0.12
148 H -4.5361 -2.3445 -1.2249  0.13
149 H -4.9136 -4.4692 -3.4811  0.14
150 H -2.6110 -3.7246 -3.2759  0.07
151 H -3.1463 -2.0038 -3.6221  0.05
152 H -3.4861 -3.3203 -4.8389  0.10
153 H -6.7323 -2.9410 -3.4526  0.05
154 H -5.8013 -1.6394 -3.4076  0.05
155 C -4.8544 2.7637 -1.5653  -0.07
156 O -3.4172 2.8129 -1.2330  -0.14
157 H -5.1067 2.2396 -2.4424  0.05
158 H -5.3895 2.4389 -0.6896  0.07
159 H -5.2631 3.7709 -1.6212  0.08
160 H -2.8773 2.9168 -2.0072  0.01
161 C -4.4479 2.2409 3.8943  -0.14
162 O -3.1103 2.6050 3.5297  -0.18
163 H -4.3787 1.5958 4.7822  0.07
164 H -4.9743 3.1323 4.2162  0.07
165 H -4.8652 1.6792 3.0871  0.06
166 H -2.6469 2.0158 2.8444  0.07
167 C -2.2442 0.0449 0.3134  -0.11
168 O -2.5980 1.3502 0.8917  -0.15
169 H -3.0627 -0.6801 0.3466  0.06
170 H -1.9757 0.2356 -0.7655  0.09
171 H -1.4068 -0.3695 0.8176  0.03
172 H -3.0108 1.9202 0.2252  0.02

Entry 3:
Entry from the OMol25 dataset: 6 unconnected molecules or ions with the total composition C18H33F3O12 in a non-equilibrium geometry (ωB97M-V/def2-TZVPD).

The value obtained for the HOMO energy is -10.16 eV. As for the SMILES: O=C1OC[C@@H](F)O1.O=C1OC[C@@H](F)O1.O=C1OC[C@@H](F)O1.CC(C)O.CC(C)O.CC(C)O.

Each line ends with the Löwdin charge.
Positions of all 66 atoms, in Å:
1 O 8.2440 -14.7664 9.3651  0.15
2 C 9.4445 -14.7628 9.3386  -0.52
3 O 10.1538 -14.4205 8.2410  0.03
4 C 11.5957 -14.5449 8.5455  -0.02
5 C 11.5841 -14.9424 9.9680  -0.32
6 F 11.9517 -13.8762 10.7196  0.07
7 O 10.2470 -15.2895 10.3109  0.15
8 H 11.9682 -15.3296 7.9442  0.10
9 H 12.0554 -13.5616 8.4741  0.15
10 H 12.3394 -15.7765 10.0478  0.19
11 O 12.7462 -15.5032 6.0405  0.19
12 C 12.4877 -15.1800 4.9548  -0.49
13 O 13.2354 -14.3799 4.1035  0.07
14 C 12.5728 -14.1746 2.8938  -0.08
15 C 11.4343 -15.1888 2.9116  -0.29
16 F 11.7258 -16.2229 2.0682  0.06
17 O 11.4341 -15.6781 4.2341  0.13
18 H 12.2722 -13.1412 2.7972  0.13
19 H 13.2181 -14.5121 2.0316  0.16
20 H 10.4839 -14.8223 2.6600  0.15
21 O 6.9195 -9.1857 4.5383  0.16
22 C 6.4452 -9.6138 5.5572  -0.49
23 O 6.8239 -9.2270 6.7284  0.09
24 C 6.1325 -9.9862 7.7412  -0.03
25 C 5.0412 -10.6957 7.0054  -0.37
26 F 3.8204 -10.0712 7.2923  0.02
27 O 5.3168 -10.5436 5.7006  0.10
28 H 6.8574 -10.6742 8.2307  0.15
29 H 5.7189 -9.2050 8.3882  0.15
30 H 4.9129 -11.7907 7.1868  0.17
31 C 4.1017 -11.9228 11.4177  -0.07
32 C 3.6674 -12.9301 12.5199  -0.49
33 C 4.3322 -14.3609 12.3164  -0.06
34 O 4.2778 -12.3634 13.6640  -0.09
35 H 3.7704 -12.1909 10.4276  0.06
36 H 5.2002 -11.9006 11.5378  0.08
37 H 3.5948 -10.9732 11.7506  0.09
38 H 2.5057 -12.9382 12.5076  0.15
39 H 5.4441 -14.1928 12.3168  0.09
40 H 4.1281 -14.8234 11.3270  0.07
41 H 3.9652 -15.0720 13.0507  0.06
42 H 4.2287 -12.9772 14.4440  0.11
43 C 8.1554 -15.4686 6.0468  -0.03
44 C 7.8939 -13.9410 5.7861  -0.45
45 C 6.7629 -13.7779 4.7976  -0.06
46 O 7.4422 -13.1978 6.9417  -0.06
47 H 8.8955 -15.5865 6.8151  0.04
48 H 8.3904 -16.0623 5.1396  0.09
49 H 7.2650 -15.9876 6.4051  0.08
50 H 8.8305 -13.4562 5.3686  0.13
51 H 7.1150 -14.2411 3.8767  0.08
52 H 6.5933 -12.7250 4.6548  0.06
53 H 5.8553 -14.2778 5.1213  0.09
54 H 7.6137 -13.7793 7.6828  0.04
55 C 11.2717 -9.9658 7.4521  -0.04
56 C 10.4795 -10.6401 6.3403  -0.48
57 C 11.0317 -10.4008 4.9476  -0.05
58 O 10.4771 -12.0704 6.5542  -0.10
59 H 11.1494 -8.9245 7.4621  0.06
60 H 12.2520 -10.3276 7.2467  0.07
61 H 10.8907 -10.4005 8.3998  0.09
62 H 9.4375 -10.2949 6.3609  0.13
63 H 10.8902 -9.3927 4.6390  0.07
64 H 10.3341 -10.9447 4.2444  0.10
65 H 12.0208 -10.7867 4.8559  0.07
66 H 9.6984 -12.3703 7.1148  0.09